{
  "formula": "C26H71N5O31S7",
  "method": "wB97M-V/def2-TZVPD",
  "elements": ["O", "H", "N", "H", "O", "H", "C", "S", "C", "H", "H", "C", "O", "S", "H", "O", "S", "H", "H", "H", "O", "H", "H", "H", "O", "H", "H", "C", "O", "N", "C", "H", "O", "C", "O", "H", "S", "O", "H", "C", "O", "H", "H", "C", "H", "H", "H", "O", "O", "O", "H", "H", "H", "O", "H", "H", "C", "H", "H", "C", "H", "H", "N", "O", "H", "C", "H", "H", "C", "C", "H", "O", "C", "O", "H", "N", "C", "H", "C", "C", "H", "S", "O", "H", "C", "S", "H", "O", "H", "O", "H", "H", "H", "O", "O", "H", "H", "C", "O", "H", "H", "H", "H", "H", "H", "H", "H", "O", "H", "H", "H", "H", "N", "S", "C", "H", "H", "H", "H", "O", "O", "H", "O", "H", "C", "O", "C", "C", "O", "C", "H", "C", "H", "H", "H", "O", "H", "H", "H", "C"],
  "positions_angstrom": [[-4.54638, -3.96164, 1.74460], [-5.42755, -0.11005, 5.86045], [5.40559, 3.53245, 1.08884], [0.23638, 2.75845, 4.29749], [2.29154, 5.39137, -0.90079], [-4.41217, 1.92610, 1.03114], [-3.36218, 3.76392, 1.69122], [-1.24868, -4.96343, -0.75827], [-3.55269, 2.25776, 1.61072], [-3.02370, 4.13897, 0.71902], [0.20909, 5.41142, 1.71738], [2.26346, 0.96408, -2.20372], [4.82496, 4.59007, 1.19867], [-2.31734, 5.41407, 3.46962], [5.77756, -4.49103, 0.74874], [6.40847, 3.23288, 1.69868], [-0.37139, -2.22696, -5.44122], [3.66707, -0.30870, 1.95886], [4.50079, 2.76881, -0.60553], [1.20162, 7.08636, -2.91785], [-2.13560, -3.88514, -1.11446], [-2.66541, 1.75557, 1.22230], [5.13101, 1.47515, 0.38215], [-1.22168, -3.29354, -7.32829], [-0.85473, -4.74803, 0.81882], [-2.43140, -2.26767, -6.67912], [0.28978, 1.40965, -1.27453], [-2.71578, -2.14718, 2.40407], [1.56830, 0.28953, -0.00647], [-3.30794, 3.62795, -2.37284], [-2.71748, -1.20877, -2.39644], [0.44130, -4.49396, 3.18193], [0.39965, -1.55245, -1.18795], [0.21245, -5.49204, 2.81681], [-1.76173, 1.21456, 4.15156], [-4.15423, 4.29847, 4.32225], [2.23469, 5.03507, -2.49036], [-2.31925, 3.96182, 2.65018], [-3.86920, -0.22950, 5.11489], [-5.44030, -1.20406, 4.06450], [-0.23351, -0.17655, 3.67905], [-3.08754, -6.26138, 0.07091], [-1.73031, -7.27757, -0.21272], [-1.37351, -2.28640, -6.94043], [3.68225, 2.37157, 0.91821], [2.97338, -3.36512, -3.88433], [4.96860, -0.31631, 3.17418], [-3.03500, 6.41746, 2.74491], [3.29123, -3.84142, -0.95087], [-0.94108, -3.21292, -4.57768], [-0.67042, 0.61737, -7.23555], [5.69828, -6.05251, 1.58258], [2.35691, 6.64453, -4.23323], [-5.06288, -1.58322, 1.26879], [2.01993, -2.08521, -3.01274], [-2.93261, -1.01363, -1.34813], [0.09787, 0.36981, -5.20301], [5.94611, -1.66625, 1.39533], [1.04953, 3.93811, 1.23465], [-4.75738, -0.81534, 5.37085], [-1.25301, 3.77235, -2.58719], [-5.26690, -0.44048, 3.30308], [3.43088, -3.00422, -1.83747], [-5.02878, -2.50261, 3.58363], [-1.81853, 2.11705, -2.41510], [-3.30142, 4.75346, 4.82549], [1.60732, 2.20335, -0.47122], [1.65017, -3.70630, -2.67152], [4.64766, 2.44484, 0.42666], [1.09805, 5.02713, 1.21751], [-2.27451, -2.16437, 1.40601], [0.97546, 4.39428, -2.79097], [2.48010, -3.07066, -2.96563], [5.30263, -3.10151, 2.78754], [-4.28909, 4.31904, 1.85183], [-3.52301, -0.36801, -3.32821], [2.19816, 6.72620, -3.16149], [-6.53074, -1.21227, 4.10897], [1.34553, 1.29337, -1.01831], [-1.93320, 3.12880, -2.03631], [0.06552, -6.69296, 1.07108], [0.45428, -0.86796, 0.07799], [-4.11248, 3.76846, -1.48381], [-3.64833, 5.58449, 5.43397], [1.22468, -1.88757, 1.31741], [-4.43163, -2.58927, 2.09982], [3.52628, -1.38922, 3.28556], [-0.08063, -5.27374, -1.53222], [-1.79578, 3.20540, -0.96321], [1.04761, -2.18567, -5.70302], [0.47990, -2.55602, 1.74174], [1.52170, -1.19683, 2.10268], [0.84772, 6.60312, -0.22503], [3.48138, 4.39620, -2.80814], [-3.65228, -0.70929, -4.48273], [1.11740, -5.35028, 0.83035], [0.70724, 1.64361, -6.78155], [5.11202, -5.24089, 1.15887], [3.05464, -4.08584, 2.44640], [2.96641, 7.32806, -2.68684], [2.04198, -2.39848, 0.81700], [-1.64929, -1.04654, -2.51041], [0.89603, -0.09499, -7.14900], [-3.68986, 1.91921, 2.64072], [-2.76060, -1.11427, 2.74182], [1.32381, 1.69896, 3.44914], [4.39941, -2.37847, 1.06308], [-0.76010, -0.75347, -4.87376], [4.20591, -5.48184, 0.61832], [0.18912, 5.04165, -0.70546], [0.02880, 2.60950, 2.57079], [2.17436, 1.75290, -2.95480], [-0.64144, 0.96477, 3.77684], [4.42737, -4.47992, 2.70609], [4.26411, -0.93865, 2.62366], [1.10886, 0.14320, -4.85495], [-0.29730, 1.19877, -4.62276], [1.98537, 5.37499, 1.74338], [-1.15920, -1.45413, -7.60005], [4.74418, -5.25285, 3.87477], [-4.05442, 0.60483, -2.81557], [1.01149, -6.16163, 3.14819], [-0.75575, -0.27300, 0.58380], [1.96357, 0.05613, -2.72370], [0.30100, 2.05836, 3.46361], [4.28634, -2.13834, -1.82126], [0.17793, -5.63121, 1.30900], [0.26494, 0.65402, -6.67099], [-0.96704, 5.62659, 3.87946], [1.02835, 5.52544, -0.20548], [-2.60454, -6.59551, -1.63252], [-2.25735, -6.41478, -0.61686], [-4.38988, -1.65469, 5.95303], [3.30682, 0.86535, -1.91268], [-2.17779, -2.84909, 3.03097], [-3.47080, 3.95991, -3.52882], [-2.74482, 3.97273, 5.33186], [-2.97305, -2.25036, -2.55742], [-0.69097, -5.86836, 3.29687], [5.04523, -2.03526, 1.87965]],
  "charge": 0,
  "e_homo_ev": -10.593,
  "energy_ev": -174866.0442,
  "smiles": "CCOS(C)(=O)=O.CCOS(C)(=O)=O.CCOS(C)(=O)=O.CCOS(C)(=O)=O.CCOS(C)(=O)=O.CCOS(C)(=O)=O.CCOS(C)(=O)=O.C[N+](=O)[O-].C[N+](=O)[O-].C[N+](=O)[O-].C[N+](=O)[O-].C[N+](=O)[O-]",
  "gap_ev": 10.446
}